The ion S2 with charge -1 in a non-equilibrium geometry. Source: the OMol25 dataset; level of theory: ωB97M-V/def2-TZVPD.

Properties
Multiplicity: 2
Energy in Ha: -796.39212
HOMO (spin up / spin down) in eV: -2.70 / -2.44
Net charge: -1
Energy above the lowest of the compared OMol25 structures with the same formula, charge and spin in kcal/mol: 12.3
HOMO-LUMO gap (spin up / spin down) in eV: 6.56 / 5.86
Maximum force in eV/A: 3.334

Last column: Mulliken charge in e.
Atoms and positions in Å:
S  -1.034  -0.456  -0.004  -0.50
S  1.034  0.456  0.004  -0.50

---

A structure of composition S2 in a non-equilibrium geometry. Source: the OMol25 dataset; level of theory: ωB97M-V/def2-TZVPD.

Properties
Multiplicity: 2
Energy in Ha: -795.80881
HOMO (spin up / spin down) in eV: -17.44 / -16.66
Net charge: +1
Energy above the lowest of the compared OMol25 structures with the same formula, charge and spin in kcal/mol: 123.6
HOMO-LUMO gap (spin up / spin down) in eV: 5.97 / 5.48
Maximum force in eV/A: 6.614

Last column: Mulliken charge in e.
Atoms and positions in Å:
S  0.000  0.000  1.329  0.50
S  0.000  0.000  -1.329  0.50